Here is one molecule with the formula C8H8N2O3 from OMol25. Energies are from ωB97M-V with the def2-TZVPD basis set.

The geometry in XYZ format:
```
21
Properties=species:S:1:pos:R:3:nbo_charge:R:1
O 1.398 1.399 -2.667 -0.52
C 0.670 0.425 -2.719 0.44
C -0.526 0.323 -1.763 -0.52
C -0.183 -0.524 -0.512 0.01
C -0.180 -1.884 -0.656 -0.21
C 0.118 -2.628 0.500 -0.19
C 0.132 -2.015 1.735 -0.20
C 0.138 -0.596 1.862 -0.19
C -0.102 0.164 0.722 0.08
N -0.416 1.459 0.787 -0.32
N 0.142 2.291 1.541 0.59
O 1.007 2.240 2.370 -0.38
O -0.422 3.557 1.413 -0.52
H 0.928 -0.339 -3.433 0.12
H -1.328 -0.081 -2.243 0.22
H -0.663 1.346 -1.546 0.24
H -0.226 -2.351 -1.589 0.21
H 0.094 -3.639 0.323 0.21
H 0.302 -2.655 2.476 0.21
H 0.243 -0.043 2.768 0.23
H -1.126 3.553 0.629 0.50
```

- ΔE to the lowest compared entry with this formula, charge and spin (eV) = 4.966
- F_max (eV/A) = 4.17
- gap between HOMO and LUMO (eV) = 8.997
- SMILES = O=CCc1ccccc1/N=[N+](\[O-])O
- HOMO level (eV) = -8.94
- E_tot (hartree) = -644.7001